51
Properties=species:S:1:pos:R:3 method="wB97M-V/def2-TZVPD" orbital_gap_ev=6.18 charge=+1 smiles="COc1cc(/C=C/c2cccc[n+]2C)ccc1OCC(=O)Nc1cccc(Cl)c1" lumo_ev=-4.27 homo_ev=-10.45
C -1.155 -1.435 -2.054
O -1.522 -1.818 -0.748
C -0.736 -1.499 0.307
C 0.506 -0.906 0.198
C 1.273 -0.567 1.327
C 2.569 0.026 1.255
C 3.316 0.228 0.134
C 4.604 0.838 0.120
C 5.092 1.597 1.202
C 6.324 2.197 1.161
C 7.108 2.058 0.010
C 6.615 1.316 -1.027
N 5.410 0.719 -0.979
C 4.988 -0.073 -2.114
C 0.727 -0.826 2.595
C -0.501 -1.423 2.719
C -1.253 -1.790 1.599
O -2.435 -2.367 1.878
C -3.246 -2.987 0.898
C -3.974 -2.015 -0.051
O -4.326 -2.363 -1.151
N -4.168 -0.799 0.513
C -4.760 0.341 -0.045
C -5.343 0.347 -1.308
C -5.908 1.514 -1.790
C -5.902 2.677 -1.041
C -5.316 2.661 0.215
Cl -5.288 4.098 1.174
C -4.747 1.505 0.720
H -0.257 -1.963 -2.388
H -2.001 -1.728 -2.673
H -1.006 -0.354 -2.126
H 0.887 -0.685 -0.785
H 2.990 0.286 2.216
H 2.915 -0.105 -0.809
H 4.464 1.720 2.068
H 6.681 2.777 1.997
H 8.077 2.520 -0.067
H 7.185 1.180 -1.934
H 5.803 -0.154 -2.830
H 4.138 0.394 -2.615
H 4.709 -1.077 -1.793
H 1.285 -0.567 3.481
H -0.921 -1.637 3.689
H -4.003 -3.533 1.471
H -2.683 -3.700 0.292
H -3.847 -0.685 1.467
H -5.356 -0.555 -1.895
H -6.366 1.515 -2.767
H -6.347 3.583 -1.420
H -4.301 1.511 1.703

=====

63
Properties=species:S:1:pos:R:3 method="wB97M-V/def2-TZVPD" orbital_gap_ev="7.01 / 6.79" charge=0 multiplicity=2 de_lowest_kcal_mol=6.9 lumo_ev="-1.02 / -1.09" homo_ev="-8.03 / -7.87"
Cr -2.337 -0.311 -1.024
C -1.068 -1.810 2.822
C -1.465 -1.042 1.604
N -1.671 -1.549 0.447
N -1.533 -2.868 0.169
C -1.928 -3.352 -1.050
N -1.692 -4.671 -1.200
S -2.630 -2.457 -2.268
C -1.613 0.438 1.645
C -1.333 1.191 2.770
C -1.413 2.575 2.672
C -1.774 3.153 1.471
C -2.056 2.329 0.389
N -1.974 1.011 0.483
H -1.381 -2.853 2.764
H -1.536 -1.382 3.706
H 0.016 -1.769 2.961
H -1.055 -3.460 0.832
H -1.433 -5.266 -0.433
H -2.004 -5.103 -2.052
H -1.032 0.723 3.694
H -1.189 3.191 3.532
H -1.844 4.225 1.358
H -2.374 2.714 -0.573
O 1.150 -0.250 -3.049
C 0.006 0.073 -2.767
O -0.571 -0.347 -1.676
C -0.769 0.987 -3.666
C -0.133 1.413 -4.819
C -0.757 2.301 -5.678
C -2.008 2.823 -5.389
C -2.628 2.425 -4.230
C -2.085 1.445 -3.352
O -2.769 1.007 -2.364
N -3.892 3.084 -3.900
O -4.132 3.293 -2.727
O -4.611 3.416 -4.823
N -0.079 2.726 -6.896
O -0.644 3.540 -7.604
O 1.014 2.247 -7.134
H 0.858 1.042 -5.032
H -2.481 3.538 -6.045
C 4.535 -1.412 5.907
C 3.853 -1.213 4.584
C 3.256 -0.002 4.255
C 2.619 0.180 3.035
C 2.582 -0.864 2.128
C 3.158 -2.089 2.440
C 3.794 -2.255 3.658
S 1.709 -0.634 0.575
C 3.128 -0.453 -0.501
O 1.083 0.713 0.688
H 4.621 -0.473 6.452
H 5.537 -1.819 5.774
H 3.979 -2.112 6.534
H 3.296 0.816 4.964
H 2.147 1.117 2.768
H 3.116 -2.909 1.733
H 4.252 -3.207 3.897
H 3.719 0.387 -0.141
H 2.723 -0.279 -1.499
H 3.704 -1.377 -0.478
F -3.961 -0.534 -0.340

=====

59
Properties=species:S:1:pos:R:3 method="wB97M-V/def2-TZVPD" orbital_gap_ev=7.33 charge=-1 lumo_ev=2.63 homo_ev=-4.70
C -3.436 -2.927 2.720
N -3.481 -1.525 2.334
C -4.715 -1.087 1.710
C -2.368 -0.733 2.328
C -2.364 0.527 1.673
C -1.190 1.231 1.490
C 0.029 0.772 2.006
C 1.311 1.552 1.698
C 2.452 0.583 1.217
C 2.974 -0.075 2.491
O 2.726 0.374 3.590
O 3.832 -1.102 2.359
C 4.251 -1.382 1.006
C 5.544 -2.188 1.103
C 3.192 -2.256 0.395
O 4.629 -0.110 0.413
C 3.875 1.030 0.728
O 4.302 2.158 0.672
C -0.013 -0.385 2.812
C -1.161 -1.154 2.935
H -2.855 -3.079 3.639
H -4.466 -3.263 2.899
H -3.008 -3.570 1.929
H -5.031 -0.106 2.087
H -4.610 -1.014 0.617
H -5.495 -1.819 1.945
H -3.286 0.910 1.252
H -1.179 2.165 0.928
H 1.067 2.323 0.947
H 1.720 2.019 2.601
H 6.346 -1.576 1.520
H 5.384 -3.061 1.744
H 5.836 -2.525 0.104
H 2.153 -1.856 0.511
H 3.425 -2.521 -0.642
H 3.063 -3.150 1.016
H 0.866 -0.681 3.374
H -1.124 -2.095 3.480
F 2.942 2.030 -1.999
C 2.757 0.702 -2.054
F 1.987 0.399 -3.114
F 3.962 0.059 -2.208
S 1.931 -0.093 -0.288
N -0.340 1.075 -1.723
C -0.497 2.355 -2.156
O 0.077 3.328 -1.646
C -1.485 2.282 -3.262
C -2.068 1.024 -3.340
C -3.109 0.712 -4.202
C -3.581 1.768 -5.005
C -2.992 3.054 -4.923
C -1.932 3.329 -4.053
S -1.326 -0.120 -2.186
O -0.679 -1.204 -2.882
O -2.235 -0.519 -1.124
H -3.474 -0.319 -4.234
H -4.380 1.581 -5.728
H -3.331 3.864 -5.566
H -1.425 4.290 -3.940

=====

60
Properties=species:S:1:pos:R:3 method="wB97M-V/def2-TZVPD" orbital_gap_ev="7.11 / 7.12" charge=+2 multiplicity=2 de_lowest_kcal_mol=0.0 lumo_ev="-6.45 / -6.46" homo_ev="-13.55 / -13.58"
Mo -1.568 0.205 3.517
C 2.782 -3.386 -1.785
C 3.281 -2.244 -0.905
N 2.176 -1.555 -0.219
C 2.036 -1.703 1.097
C 0.951 -1.245 1.806
C 0.982 -1.349 3.292
O 1.869 -1.852 3.905
O -0.096 -0.772 3.866
C -0.140 -0.679 1.106
O -1.257 -0.388 1.669
C 0.062 -0.400 -0.285
C -0.866 0.363 -1.004
C -0.600 0.768 -2.274
F -1.516 1.543 -2.872
C 0.604 0.434 -2.944
C 1.488 -0.383 -2.240
C 1.250 -0.793 -0.927
N 0.907 0.866 -4.232
C 2.279 1.050 -4.678
C 2.465 0.344 -6.026
N 1.178 0.443 -6.796
C 0.475 1.727 -6.488
C -0.024 1.666 -5.039
H 3.631 -3.844 -2.292
H 2.073 -3.045 -2.538
H 2.297 -4.149 -1.177
H 3.860 -1.518 -1.476
H 3.939 -2.645 -0.138
H 2.827 -2.213 1.633
H -1.793 0.682 -0.547
H 2.402 -0.693 -2.719
H 2.996 0.657 -3.966
H 2.497 2.119 -4.772
H 2.704 -0.709 -5.898
H 3.256 0.819 -6.603
H 0.564 -0.325 -6.520
H 1.351 0.349 -7.797
H -0.367 1.856 -7.164
H 1.177 2.539 -6.664
H -1.006 1.204 -5.027
H -0.131 2.688 -4.664
O -1.803 0.951 5.249
N -2.589 0.487 6.237
C -2.654 1.191 7.384
C -3.444 0.744 8.404
C -4.168 -0.442 8.237
C -4.078 -1.140 7.054
C -3.273 -0.656 6.022
S -3.120 -1.416 4.481
H -2.049 2.085 7.421
H -3.497 1.307 9.323
H -4.801 -0.804 9.036
H -4.614 -2.063 6.890
O -0.545 3.113 0.947
C -1.043 2.463 1.819
O -0.492 1.809 2.802
C -2.618 2.144 1.779
O -3.362 2.534 0.948
O -2.847 1.261 2.756

=====

55
Properties=species:S:1:pos:R:3 method="wB97M-V/def2-TZVPD" orbital_gap_ev="6.52 / 6.52" charge=+1 lumo_ev="-4.48 / -4.48" homo_ev="-11.00 / -11.00"
Ru 0.541 0.175 -0.279
I 1.718 -0.673 6.724
C 1.168 0.023 4.832
C 1.877 1.067 4.256
C 1.519 1.523 2.994
I 2.641 2.990 2.014
C 0.447 0.949 2.335
O 0.076 1.365 1.085
C -0.247 -0.111 2.904
C -1.293 -0.758 2.040
N -0.654 -1.245 0.775
C -1.607 -1.887 -0.145
C -0.872 -2.196 -1.412
C -1.193 -3.246 -2.246
C -0.492 -3.399 -3.433
C 0.504 -2.495 -3.747
C 0.786 -1.471 -2.859
N 0.118 -1.334 -1.710
C 0.116 -0.580 4.157
H 2.708 1.522 4.777
H -2.065 -0.046 1.745
H -1.762 -1.606 2.542
H 0.064 -1.921 1.043
H -2.394 -1.161 -0.359
H -2.066 -2.771 0.300
H -1.987 -3.927 -1.972
H -0.726 -4.214 -4.105
H 1.065 -2.569 -4.667
H 1.547 -0.733 -3.058
H -0.418 -1.411 4.601
C 5.380 3.219 -3.851
O 6.047 2.506 -2.811
C 5.322 1.737 -2.000
C 6.033 1.058 -0.993
C 5.360 0.252 -0.125
C 3.957 0.075 -0.177
C 3.310 -0.782 0.784
C 4.100 -1.563 1.796
O 2.071 -0.899 0.862
C 3.260 0.778 -1.185
O 1.933 0.752 -1.394
C 3.947 1.579 -2.094
H 6.156 3.758 -4.384
H 4.658 3.924 -3.437
H 4.878 2.529 -4.533
H 7.104 1.191 -0.929
H 5.928 -0.254 0.641
H 5.036 -1.959 1.416
H 3.478 -2.374 2.167
H 4.319 -0.898 2.637
H 3.355 2.089 -2.840
I -0.585 1.732 -3.332
C -0.900 1.275 -1.270
H -1.893 0.828 -1.236
H -0.936 2.244 -0.782

=====

55
Properties=species:S:1:pos:R:3 method="wB97M-V/def2-TZVPD" orbital_gap_ev="7.41 / 6.02" charge=+1 multiplicity=2 lumo_ev="-2.76 / -3.98" homo_ev="-10.17 / -10.00"
Ru 0.104 -0.120 -0.847
S -0.552 -0.631 -3.005
C -1.930 0.494 -3.052
C -2.252 1.203 -4.201
C -3.335 2.073 -4.205
C -4.119 2.234 -3.073
C -3.822 1.520 -1.920
C -2.724 0.680 -1.915
S -2.258 -0.315 -0.502
C -2.304 0.822 0.930
C -1.048 0.740 1.774
C -1.011 1.347 3.021
C 0.182 1.371 3.720
C 1.310 0.771 3.173
C 1.197 0.152 1.945
C 2.347 -0.521 1.256
S 2.478 -0.036 -0.503
C 2.800 1.706 -0.392
C 4.105 2.123 -0.142
C 4.391 3.471 -0.051
C 3.367 4.397 -0.233
C 2.078 3.983 -0.505
C 1.764 2.622 -0.594
S 0.106 2.177 -0.990
N 0.035 0.139 1.274
H -1.639 1.083 -5.085
H -3.562 2.632 -5.103
H -4.966 2.906 -3.086
H -4.448 1.619 -1.041
H -3.172 0.580 1.543
H -2.416 1.839 0.549
H -1.899 1.820 3.416
H 0.241 1.866 4.680
H 2.260 0.788 3.686
H 2.181 -1.600 1.222
H 3.295 -0.327 1.754
H 4.890 1.385 -0.028
H 5.402 3.801 0.144
H 3.582 5.456 -0.171
H 1.291 4.710 -0.660
C -0.605 -5.045 2.798
C -1.388 -4.878 1.495
C -0.634 -4.055 0.500
N -0.562 -2.775 0.528
N 0.231 -2.254 -0.467
C 0.758 -3.173 -1.243
N 1.616 -2.917 -2.247
S 0.299 -4.771 -0.787
H -1.168 -5.656 3.502
H -0.418 -4.074 3.257
H 0.355 -5.532 2.621
H -2.339 -4.378 1.682
H -1.613 -5.852 1.061
H 1.695 -1.962 -2.567
H 1.826 -3.638 -2.915

=====

49
Properties=species:S:1:pos:R:3 method="wB97M-V/def2-TZVPD" orbital_gap_ev=4.20 charge=0 de_lowest_kcal_mol=0.0 lumo_ev=-2.35 homo_ev=-6.55
C 5.564 -1.878 0.466
C 4.436 -2.886 0.588
C 4.331 -3.653 -0.701
O 3.240 -2.137 0.942
C 2.139 -2.828 1.359
S 0.815 -2.037 1.999
S 2.066 -4.484 1.254
H 6.511 -2.398 0.325
H 5.410 -1.216 -0.392
H 5.653 -1.251 1.353
H 4.671 -3.585 1.407
H 5.290 -4.163 -0.873
H 3.549 -4.424 -0.692
H 4.148 -2.973 -1.544
C -0.269 5.281 -3.452
C -1.193 5.309 -2.402
C -0.858 4.785 -1.156
C 0.404 4.209 -0.994
O 0.679 3.541 0.213
C 0.106 2.272 0.345
C 0.619 1.196 -0.394
C 0.083 -0.057 -0.197
C -1.110 -0.243 0.560
C -1.704 -1.527 0.655
C -3.070 -1.753 1.025
C -3.450 -3.028 1.535
C -4.775 -3.328 1.810
C -5.782 -2.383 1.578
C -5.440 -1.114 1.091
C -4.112 -0.791 0.822
C -1.611 0.878 1.276
C -0.971 2.104 1.226
C 1.367 4.210 -2.008
C 1.001 4.723 -3.256
H -0.536 5.697 -4.428
H -2.180 5.749 -2.540
H -1.545 4.783 -0.314
H 1.436 1.382 -1.092
H 0.572 -0.925 -0.641
H -1.162 -2.396 0.280
H -2.663 -3.763 1.727
H -5.037 -4.308 2.215
H -6.829 -2.625 1.779
H -6.219 -0.367 0.927
H -3.877 0.205 0.442
H -2.488 0.771 1.916
H -1.290 2.945 1.841
H 2.353 3.785 -1.809
H 1.728 4.693 -4.072

=====

50
Properties=species:S:1:pos:R:3 method="wB97M-V/def2-TZVPD" orbital_gap_ev="3.42 / 5.30" charge=0 lumo_ev="-0.73 / -0.91" homo_ev="-4.16 / -6.21"
C 2.604 3.511 -0.248
C 3.757 2.785 -0.741
C 3.816 2.902 -2.157
C 2.675 3.664 -2.563
C 1.922 4.059 -1.404
Sc -0.389 2.752 0.037
P -0.115 3.126 2.495
H 2.387 3.755 0.810
H 4.443 2.236 -0.099
H 4.510 2.382 -2.815
H 1.062 4.738 -1.330
H 2.381 3.863 -3.605
H -0.844 4.305 2.954
H 1.119 3.373 3.271
H -0.694 2.150 3.393
O -0.174 0.970 -0.394
As -0.605 -0.733 -0.074
C -2.174 -0.494 1.031
C -3.229 0.274 0.539
C -4.348 0.517 1.340
C -4.415 -0.046 2.625
C -3.353 -0.819 3.122
C -2.222 -1.047 2.322
C -0.903 -1.427 -1.853
C -1.746 -0.732 -2.731
C -2.008 -1.263 -3.998
C -1.388 -2.456 -4.395
C -0.471 -3.106 -3.552
C -0.218 -2.584 -2.274
C 0.873 -1.627 0.798
C 0.756 -2.936 1.299
C 1.817 -3.507 2.009
C 2.976 -2.750 2.217
C 3.103 -1.456 1.703
C 2.047 -0.898 0.977
H -3.216 0.605 -0.504
H -5.168 1.121 0.940
H -5.268 0.191 3.259
H -3.427 -1.251 4.130
H -1.451 -1.735 2.677
H -2.210 0.199 -2.402
H -2.690 -0.731 -4.662
H -1.544 -2.821 -5.407
H 0.046 -4.007 -3.892
H 0.484 -3.097 -1.610
H -0.155 -3.516 1.154
H 1.742 -4.521 2.403
H 3.785 -3.159 2.807
H 4.007 -0.862 1.851
H 2.114 0.103 0.544